Molecular formula: C22H23BrN5O2RuS3
Method: DFT, wB97M-V/def2-TZVPD

Properties
- electronic energy (hartree) = -5139.9196
- relative energy (zero: lowest compared OMol25 entry of this formula, charge and spin) (kcal per mole) = 0.0
- 2S+1 = 2
- max |F| (eV/A) = 0.51
- LUMO level (spin up / spin down) (eV) = -0.19 / -0.98

Last column: Mulliken charge in e.
Positions of all 57 atoms, in Å:
Ru -0.080 -0.604 -0.023  1.267
Br -0.488 4.947 -3.798  -0.138
S -0.288 -2.865 0.717  -0.601
S -0.282 0.480 2.058  -0.561
S 2.095 -0.302 0.739  -0.612
O 0.259 -1.347 -1.994  -0.544
O -2.051 -0.615 -0.552  -0.566
N -1.304 -2.527 3.170  0.349
N 0.989 -2.738 3.083  0.244
N 4.757 1.331 2.848  -0.542
N 1.015 2.496 4.953  -0.550
N -0.020 1.354 -0.905  0.266
C 1.274 -1.951 4.283  -1.418
C -2.561 -2.117 2.556  -0.814
C -1.335 3.142 -1.777  -0.799
C 2.165 -3.366 2.494  -0.992
C 0.983 1.716 -1.711  -0.301
C -0.034 -2.464 -4.019  -1.843
C -4.561 -2.928 -1.666  -0.486
C -3.929 -1.912 -0.996  -0.600
C 0.892 2.787 -2.579  -0.723
C -1.907 -2.312 -2.272  0.556
C -2.596 -3.337 -2.952  -0.945
C -0.192 -2.690 2.454  0.444
C 3.606 1.324 2.908  -0.103
C -3.893 -3.665 -2.652  -0.878
C -0.543 -1.997 -2.680  1.079
C -0.294 3.496 -2.614  0.255
C 1.546 1.983 4.068  -0.100
C 1.437 0.625 2.061  1.203
C -1.451 -3.018 4.535  -1.232
C -2.579 -1.583 -1.252  0.605
C 2.183 1.314 2.983  0.358
C -1.157 2.060 -0.937  -0.284
H 1.888 1.129 -1.634  0.440
H -4.442 -1.335 -0.237  0.467
H 1.415 -2.578 5.165  0.341
H -4.392 -4.470 -3.172  0.406
H -5.592 -3.162 -1.428  0.396
H 1.880 -3.954 1.629  0.358
H -2.326 -3.670 4.566  0.409
H -3.106 -1.514 3.282  0.374
H -0.787 -2.373 -4.798  0.445
H 0.477 -1.233 4.454  0.491
H -0.583 -3.595 4.832  0.385
H -3.161 -2.990 2.287  0.375
H -1.602 -2.198 5.239  0.345
H 2.618 -4.015 3.246  0.372
H -2.378 -1.522 1.666  0.047
H 0.257 -3.514 -3.947  0.389
H 1.729 3.054 -3.207  0.447
H -2.078 -3.894 -3.722  0.405
H 2.195 -1.397 4.100  0.438
H -2.267 3.687 -1.774  0.449
H 2.886 -2.607 2.189  0.339
H -1.935 1.741 -0.260  0.479
H 0.849 -1.884 -4.274  0.407



Molecular formula: C24H24N2O5
Method: DFT, wB97M-V/def2-TZVPD

Properties
- electronic energy (hartree) = -1414.6782
- relative energy (zero: lowest compared OMol25 entry of this formula, charge and spin) (kcal per mole) = 31.0
- 2S+1 = 1
- max |F| (eV/A) = 0.65
- SMILES = COc1ccc([C@@H]2C(C(C)=O)=C(O)C(=O)N2CCc2c[nH]c3ccccc23)cc1OC
- LUMO level (eV) = 0.31

Last column: Mulliken charge in e.
Positions of all 55 atoms, in Å:
O 5.825 0.323 0.929  -0.495
O 0.692 -3.059 1.267  -0.612
O -1.517 -1.456 -2.167  -0.638
O -1.642 1.316 -1.757  -0.738
O 4.391 0.791 -1.544  -0.509
N -4.686 1.966 -0.420  0.060
N -0.444 0.913 0.191  0.383
C -1.763 2.210 1.806  -1.023
C 3.652 0.962 -2.728  -0.893
C 3.728 0.425 -0.399  1.064
C 3.802 -0.142 1.940  -0.871
C -3.185 -0.736 1.332  -0.202
C -0.550 2.186 0.852  -1.151
C -0.241 -1.384 -0.075  -1.134
C 2.429 -0.285 1.978  -0.569
C -3.738 2.677 0.257  -1.013
C -0.426 -3.793 -0.721  -1.382
C -5.255 -0.462 -0.574  -0.990
C -4.557 0.645 -0.111  -0.806
C -3.877 -1.831 0.866  -0.722
C 4.478 0.210 0.775  0.507
C 6.684 0.488 -0.177  -0.713
C -3.504 0.526 0.830  1.583
C 0.189 -0.235 0.807  -0.079
C 2.351 0.266 -0.348  0.051
C -1.074 0.595 -0.953  0.591
C -4.895 -1.698 -0.083  -0.594
C -2.993 1.845 1.042  0.646
C 0.083 -2.769 0.259  0.780
C -0.940 -0.879 -1.113  1.018
C 1.694 -0.082 0.825  -0.719
H -6.050 -0.356 -1.298  0.401
H -5.325 2.348 -1.097  0.193
H -3.657 3.741 0.134  0.435
H 6.533 1.451 -0.670  0.225
H 0.008 -3.610 -1.701  0.368
H -1.957 -0.740 -2.664  0.379
H 1.758 0.421 -1.235  0.387
H 4.398 -0.302 2.824  0.427
H 1.941 -0.571 2.896  0.495
H -3.632 -2.814 1.240  0.481
H 6.560 -0.314 -0.908  0.277
H -2.414 -0.859 2.078  0.312
H -1.853 3.212 2.227  0.493
H 2.921 1.772 -2.636  0.332
H 3.140 0.040 -3.022  0.341
H -0.162 -0.377 1.834  0.533
H -5.411 -2.582 -0.428  0.402
H -1.505 -3.697 -0.819  0.310
H -1.603 1.503 2.621  0.399
H -0.168 -4.792 -0.382  0.386
H 7.691 0.446 0.239  0.305
H 0.379 2.380 1.394  0.465
H -0.689 2.944 0.077  0.578
H 4.385 1.225 -3.489  0.247



Molecular formula: C7H15BiI2N2O4P
Method: DFT, wB97M-V/def2-TZVPD

Properties
- electronic energy (hartree) = -1837.4546
- net charge = +1
- relative energy (zero: lowest compared OMol25 entry of this formula, charge and spin) (kcal per mole) = 9.7
- 2S+1 = 1
- max |F| (eV/A) = 0.34
- LUMO level (eV) = -4.87

Last column: Mulliken charge in e.
Positions of all 32 atoms, in Å:
Bi 0.183 0.654 1.455  1.242
I -3.232 -0.079 1.877  0.125
I -3.476 -2.702 2.124  -0.026
P 0.505 -2.222 -0.565  1.149
O 1.914 1.267 -2.199  -0.574
O -1.748 3.949 -0.394  -0.593
O -0.326 -1.158 0.168  -0.638
O 1.676 0.889 -0.015  -0.690
N -0.763 1.941 0.065  -0.094
N 0.033 3.051 2.448  -0.619
C 1.225 1.296 -1.222  0.499
C -0.244 1.731 -1.278  -0.396
C -1.279 3.472 1.896  -0.641
C -1.313 3.154 0.402  0.611
C 0.598 -1.903 -2.309  -1.135
C -0.256 -3.813 -0.350  -1.059
C 2.174 -2.344 0.048  -1.180
H 0.990 -2.785 -2.817  0.419
H -0.797 0.957 -1.814  0.187
H 2.692 -3.153 -0.470  0.391
H 2.700 -1.406 -0.140  0.329
H -0.323 2.649 -1.856  0.450
H 0.765 3.636 2.052  0.271
H -0.292 -4.056 0.713  0.329
H 0.311 -4.579 -0.880  0.379
H 0.076 3.176 3.455  0.256
H 1.252 -1.053 -2.510  0.296
H 2.166 -2.569 1.116  0.370
H -0.401 -1.690 -2.692  0.359
H -2.066 2.927 2.423  0.247
H -1.470 4.535 2.013  0.392
H -1.273 -3.777 -0.742  0.344



Molecular formula: C4H7N
Method: DFT, wB97M-V/def2-TZVPD

Properties
- electronic energy (hartree) = -211.3426
- relative energy (zero: lowest compared OMol25 entry of this formula, charge and spin) (kcal per mole) = 11.3
- 2S+1 = 1
- max |F| (eV/A) = 5.84
- SMILES = CCCC#N
- LUMO level (eV) = 0.85

Last column: Mulliken charge in e.
Positions of all 12 atoms, in Å:
N 10.838 -14.793 -18.602  -0.437
C 8.763 -15.507 -14.047  -1.114
C 10.453 -14.676 -17.482  0.149
C 10.036 -14.541 -16.118  -0.387
C 9.125 -15.651 -15.637  -0.360
H 9.616 -15.107 -13.499  0.324
H 7.959 -14.818 -13.790  0.324
H 9.680 -16.581 -15.762  0.326
H 10.983 -14.355 -15.612  0.292
H 9.511 -13.592 -16.007  0.276
H 8.173 -15.650 -16.168  0.283
H 8.531 -16.475 -13.605  0.323



Molecular formula: C23H25GaN3O3SSe2Te
Method: DFT, wB97M-V/def2-TZVPD

Properties
- electronic energy (hartree) = -8675.3219
- net charge = -1
- relative energy (zero: lowest compared OMol25 entry of this formula, charge and spin) (kcal per mole) = 65.4
- 2S+1 = 1
- max |F| (eV/A) = 0.65
- LUMO level (eV) = 2.33

Last column: Mulliken charge in e.
Positions of all 59 atoms, in Å:
Te -2.002 2.987 -1.090  0.022
Se -0.568 -2.101 -2.728  -0.540
Se -0.963 0.798 -1.768  0.068
Ga -2.328 -0.492 0.876  0.139
S -0.569 5.511 0.520  -0.176
O -1.611 0.642 2.501  -0.439
O 2.853 0.766 -3.876  -0.572
O -0.533 1.143 -6.306  -0.502
N -2.241 -3.137 0.162  -0.176
N -0.556 -1.227 3.376  -0.778
N -1.141 -1.878 2.310  0.143
C -0.286 0.913 4.441  0.374
C -0.379 3.927 -0.132  -0.111
C -2.641 -3.608 -1.008  -0.243
C -0.555 -0.925 -4.327  -1.385
C -0.644 -3.015 1.971  0.697
C 0.703 0.761 -5.694  -1.529
C -0.877 0.054 3.361  0.390
C 0.871 3.453 0.130  -0.065
C 1.682 4.381 0.860  -0.768
C 1.033 5.542 1.143  -0.370
C 0.514 0.388 5.453  -0.200
C -0.549 2.279 4.418  -0.458
C -2.041 -4.692 -1.637  -0.335
C -0.014 3.114 5.391  -0.651
C 1.801 -0.214 -3.711  -1.152
C -0.980 -5.301 -1.001  -0.475
C -0.099 1.411 -3.446  -1.501
C -0.535 -4.791 0.211  -0.485
C 0.522 -3.640 2.680  -1.313
C 1.048 1.222 6.425  -0.625
C 0.449 0.245 -4.278  2.206
C -1.180 -3.689 0.755  0.398
C 0.790 2.588 6.393  -0.317
H -0.353 -1.543 -5.204  0.515
H -0.227 4.175 5.366  0.398
H 1.416 -3.579 2.051  0.303
H 1.179 -0.044 -6.268  0.480
H -0.867 1.956 -3.982  0.574
H 0.713 2.087 -3.188  0.498
H 0.710 -3.104 3.602  0.302
H 1.384 1.617 -5.661  0.410
H -0.477 -6.145 -1.456  0.366
H -2.382 -5.017 -2.612  0.326
H -1.167 2.670 3.621  0.487
H 3.156 0.744 -4.786  0.339
H -3.471 -3.084 -1.475  0.276
H 1.699 -0.381 -2.647  0.327
H 2.702 4.178 1.162  0.338
H 1.671 0.806 7.209  0.368
H 2.079 -1.172 -4.157  0.449
H -1.556 -0.513 -4.434  0.347
H 1.395 6.412 1.674  0.377
H 0.330 -4.695 2.895  0.366
H 1.200 2.467 -0.183  0.516
H 0.705 -0.677 5.460  0.400
H 1.222 3.241 7.142  0.365
H 0.324 -5.223 0.707  0.281
H -0.355 1.409 -7.210  0.320



Molecular formula: C3H8N2O2
Method: DFT, wB97M-V/def2-TZVPD

Properties
- electronic energy (hartree) = -378.9162
- relative energy (zero: lowest compared OMol25 entry of this formula, charge and spin) (kcal per mole) = 141.1
- 2S+1 = 1
- max |F| (eV/A) = 2.08
- LUMO level (spin up / spin down) (eV) = -1.28 / 0.37

Last column: Mulliken charge in e.
Positions of all 15 atoms, in Å:
O 0.099 1.441 0.826  -0.544
O 2.499 0.227 0.054  -0.299
N 0.551 -1.519 0.170  -0.601
N 1.523 0.530 -0.791  -0.279
C -1.974 0.262 0.445  -1.157
C 0.465 -0.406 -0.704  -0.029
C -0.653 0.804 -0.063  0.256
H 1.213 -2.220 -0.138  0.255
H 0.780 -1.213 1.109  0.277
H 0.144 -0.684 -1.710  0.437
H -2.587 -0.137 -0.367  0.339
H -0.802 1.350 -1.009  0.342
H 3.069 1.015 0.062  0.390
H -1.810 -0.524 1.182  0.278
H -2.518 1.074 0.934  0.335



Q: What is the formula in the fourth record?
A: C4H7N



Repeat the first record exactly.
Molecular formula: C22H23BrN5O2RuS3
Method: DFT, wB97M-V/def2-TZVPD

Properties
- electronic energy (hartree) = -5139.9196
- relative energy (zero: lowest compared OMol25 entry of this formula, charge and spin) (kcal per mole) = 0.0
- 2S+1 = 2
- max |F| (eV/A) = 0.51
- LUMO level (spin up / spin down) (eV) = -0.19 / -0.98

Last column: Mulliken charge in e.
Positions of all 57 atoms, in Å:
Ru -0.080 -0.604 -0.023  1.267
Br -0.488 4.947 -3.798  -0.138
S -0.288 -2.865 0.717  -0.601
S -0.282 0.480 2.058  -0.561
S 2.095 -0.302 0.739  -0.612
O 0.259 -1.347 -1.994  -0.544
O -2.051 -0.615 -0.552  -0.566
N -1.304 -2.527 3.170  0.349
N 0.989 -2.738 3.083  0.244
N 4.757 1.331 2.848  -0.542
N 1.015 2.496 4.953  -0.550
N -0.020 1.354 -0.905  0.266
C 1.274 -1.951 4.283  -1.418
C -2.561 -2.117 2.556  -0.814
C -1.335 3.142 -1.777  -0.799
C 2.165 -3.366 2.494  -0.992
C 0.983 1.716 -1.711  -0.301
C -0.034 -2.464 -4.019  -1.843
C -4.561 -2.928 -1.666  -0.486
C -3.929 -1.912 -0.996  -0.600
C 0.892 2.787 -2.579  -0.723
C -1.907 -2.312 -2.272  0.556
C -2.596 -3.337 -2.952  -0.945
C -0.192 -2.690 2.454  0.444
C 3.606 1.324 2.908  -0.103
C -3.893 -3.665 -2.652  -0.878
C -0.543 -1.997 -2.680  1.079
C -0.294 3.496 -2.614  0.255
C 1.546 1.983 4.068  -0.100
C 1.437 0.625 2.061  1.203
C -1.451 -3.018 4.535  -1.232
C -2.579 -1.583 -1.252  0.605
C 2.183 1.314 2.983  0.358
C -1.157 2.060 -0.937  -0.284
H 1.888 1.129 -1.634  0.440
H -4.442 -1.335 -0.237  0.467
H 1.415 -2.578 5.165  0.341
H -4.392 -4.470 -3.172  0.406
H -5.592 -3.162 -1.428  0.396
H 1.880 -3.954 1.629  0.358
H -2.326 -3.670 4.566  0.409
H -3.106 -1.514 3.282  0.374
H -0.787 -2.373 -4.798  0.445
H 0.477 -1.233 4.454  0.491
H -0.583 -3.595 4.832  0.385
H -3.161 -2.990 2.287  0.375
H -1.602 -2.198 5.239  0.345
H 2.618 -4.015 3.246  0.372
H -2.378 -1.522 1.666  0.047
H 0.257 -3.514 -3.947  0.389
H 1.729 3.054 -3.207  0.447
H -2.078 -3.894 -3.722  0.405
H 2.195 -1.397 4.100  0.438
H -2.267 3.687 -1.774  0.449
H 2.886 -2.607 2.189  0.339
H -1.935 1.741 -0.260  0.479
H 0.849 -1.884 -4.274  0.407



Q: What is the formula in the fourth record?
A: C4H7N